1.
C20H37As3AuFN4 as an isolated structure at a distorted geometry. Source: the Open Molecules 2025 dataset; level of theory: ωB97M-V/def2-TZVPD.

Structure (XYZ):
```
66
Properties=species:S:1:pos:R:3:mulliken_spin:R:1
Au 0.4154 1.2079 2.3981 0.395
C -2.7175 2.0155 0.6391 0.008
As -0.7636 2.2928 0.5640 -0.058
C -0.6683 4.2543 0.7288 0.006
C -0.3976 1.8342 -1.3466 -0.015
C 1.0238 1.6980 -1.8603 -0.040
C 1.8838 2.9220 -1.4574 0.009
C 1.6542 0.4119 -1.4016 0.078
As 1.9430 0.1043 0.5315 0.225
C 2.4962 -1.8168 0.4996 0.021
C 3.7520 0.9718 0.8641 0.021
C 0.9526 1.6941 -3.4074 0.091
As -0.1166 0.1962 -4.2398 0.701
C 0.7292 0.2550 -6.0382 0.043
C -1.7584 1.2330 -4.7314 0.066
H -3.1944 2.5830 -0.1761 0.000
H -3.0774 2.3848 1.6191 0.001
H -2.9365 0.9436 0.5727 -0.004
H -1.1030 4.6702 -0.1878 -0.001
H 0.3702 4.5721 0.8877 0.002
H -1.2456 4.5274 1.6281 0.005
H -0.8652 2.6564 -1.9258 -0.003
H -0.9990 0.9181 -1.4499 0.023
H 2.0835 2.9213 -0.3857 -0.002
H 1.3459 3.8450 -1.6961 0.000
H 2.8317 2.9332 -2.0113 0.002
H 2.6572 0.3214 -1.8605 0.012
H 1.0299 -0.4512 -1.6621 0.011
H 2.9548 -1.9836 -0.4839 0.010
H 1.6168 -2.4617 0.6456 -0.003
H 3.2425 -1.9750 1.2894 0.000
H 4.4126 0.6652 0.0607 0.007
H 4.1131 0.5735 1.8239 -0.002
H 3.6643 2.0536 0.9147 -0.001
H 1.9312 1.5718 -3.8710 0.005
H 0.4859 2.6068 -3.7805 0.014
H 1.7742 -0.0677 -6.0009 -0.003
H 0.6623 1.2994 -6.3920 0.034
H 0.1358 -0.4341 -6.6619 -0.004
H -2.3220 1.5116 -3.8417 -0.002
H -2.3974 0.5939 -5.3570 -0.005
H -1.3941 2.1044 -5.2818 0.025
F -1.8926 -4.4640 4.1021 0.004
C -1.1822 -3.2915 4.1921 0.062
C -1.7775 -2.1704 4.7746 -0.020
C -1.1054 -0.9651 4.7964 0.037
C 0.2081 -0.8452 4.2794 -0.048
C 0.8773 0.4559 4.2854 0.244
C 0.8483 -2.0423 3.8864 0.041
C 0.1687 -3.2450 3.8102 -0.027
H -2.7821 -2.2583 5.2058 0.000
H -1.5418 -0.0484 5.2145 -0.004
H 1.9568 0.3449 4.3838 -0.005
H 0.4970 1.1098 5.0907 0.010
H 1.9144 -2.0072 3.6293 0.003
H 0.6859 -4.1497 3.4708 0.000
N -2.9668 -4.4304 -0.9173 0.001
C -2.2595 -3.6227 -0.1112 0.000
N -1.9817 -4.0233 1.1297 0.001
N -1.8741 -2.4538 -0.6460 0.001
C -1.1427 -1.6022 -0.0269 0.010
N -0.5354 -0.7500 0.4889 0.012
H -3.2252 -5.3568 -0.6361 0.000
H -3.0838 -4.1264 -1.8721 0.000
H -2.4508 -4.8275 1.5123 -0.001
H -1.5605 -3.3882 1.7990 0.004
```

Properties
- Maximum force: 3.41 eV/Å
- Net charge: +2
- Energy relative to the best compared isomer or geometry (same formula, charge and spin): 0.0 kcal/mol
- LUMO (spin up / spin down): -4.812 / -9.869 eV
- Highest occupied orbital energy (spin up / spin down): -12.5 / -12.3 eV
- 2S+1: 3

***

2.
A 2-piece molecular cluster, C20H37BN2O4 overall. Source: the Open Molecules 2025 dataset; level of theory: ωB97M-V/def2-TZVPD.

Structure (XYZ):
```
64
Properties=species:S:1:pos:R:3:lowdin_charge:R:1
C 3.7715 -3.3871 2.6712 -0.062
N 3.7522 -3.3183 1.2001 -0.108
C 2.6057 -4.0395 0.6377 -0.085
B 3.9350 -1.9809 0.6460 -0.494
O 4.7008 -1.7895 -0.4627 0.195
C 3.2726 -0.6564 1.2604 -0.355
O 3.7212 -0.1082 2.2345 0.145
O 2.1671 -0.1390 0.6145 -0.056
C 0.9330 -0.6046 1.1986 -0.162
C -0.2172 0.2371 0.6382 -0.150
C -1.1287 0.7831 1.7510 -0.186
C -1.9652 -0.2844 2.4510 -0.242
N -2.8339 -0.9989 1.5218 -0.045
C -3.7975 -1.8921 2.1883 -0.169
C -5.0387 -2.0220 1.3403 -0.159
C -5.2556 -3.1441 0.5460 -0.044
C -6.3678 -3.2384 -0.2840 -0.092
C -7.2831 -2.1968 -0.3159 -0.087
C -7.0985 -1.0758 0.4868 -0.013
C -5.9883 -0.9989 1.3134 -0.274
O -5.8173 0.1328 2.0959 0.028
H 3.1923 -4.2553 2.9939 0.085
H 4.7926 -3.5508 3.0181 0.090
H 3.3547 -2.4996 3.1541 0.081
H 1.6578 -3.7745 1.1220 0.077
H 2.7466 -5.1147 0.7850 0.087
H 2.5314 -3.8799 -0.4403 0.092
H 4.8733 -2.6422 -0.8835 0.115
H 0.7935 -1.6593 0.9386 0.113
H 1.0028 -0.5079 2.2860 0.126
H 0.2058 1.0810 0.0926 0.105
H -0.8242 -0.3729 -0.0315 0.103
H -0.4807 1.2421 2.5056 0.116
H -1.7708 1.5610 1.3350 0.114
H -1.2884 -0.9598 3.0007 0.116
H -2.6208 0.2183 3.1662 0.116
H -2.2820 -1.5581 0.8839 0.100
H -3.3718 -2.8881 2.3524 0.118
H -4.0461 -1.4294 3.1439 0.110
H -4.5339 -3.9538 0.5806 0.108
H -6.5125 -4.1192 -0.8970 0.099
H -8.1534 -2.2598 -0.9568 0.101
H -7.8082 -0.2580 0.4657 0.117
H -6.0074 -0.1069 3.0094 0.108
C 2.0750 5.7924 -3.8129 -0.114
C 2.9034 4.5227 -3.9837 -0.272
C 2.0886 3.2389 -3.8365 -0.230
C 1.4367 3.0464 -2.4663 -0.230
C 2.4079 3.0511 -1.2869 -0.262
C 3.4349 1.9257 -1.3405 -0.104
H 1.6457 5.8623 -2.8124 0.064
H 2.6883 6.6812 -3.9679 0.068
H 1.2556 5.8221 -4.5344 0.074
H 3.7301 4.5263 -3.2683 0.098
H 3.3613 4.5292 -4.9764 0.103
H 2.7329 2.3834 -4.0570 0.101
H 1.3036 3.2280 -4.5997 0.108
H 0.8932 2.0954 -2.4730 0.106
H 0.6809 3.8216 -2.3090 0.101
H 1.8300 2.9538 -0.3630 0.096
H 2.9186 4.0162 -1.2227 0.099
H 2.9389 0.9584 -1.3815 0.063
H 4.0692 1.9425 -0.4532 0.076
H 4.0872 2.0121 -2.2121 0.070
```

Properties
- Maximum force: 0.79 eV/Å
- SMILES: CN(C)B(O)C(=O)OCCCCNCc1ccccc1O.CCCCCC
- LUMO: 0.406 eV
- Highest occupied orbital energy: -8.9 eV